Entry 1:
Computed, not measured: a single C2H6INO3 molecule at a distorted geometry, with ωB97M-V/def2-TZVPD.

## Properties
Frontier orbital gap   0.292 Eh
DFT total energy   -657.73442 hartree
HOMO   -9.41 eV
Relative energy (zero: lowest compared OMol25 entry of this formula, charge and spin)   3.3 kcal/mol

Structure (XYZ):
```
13
Properties=species:S:1:pos:R:3:nbo_charge:R:1
C 0.74 -0.08 -1.95 -0.259
O -0.23 0.82 -1.39 -0.398
N -0.18 0.71 0.06 0.279
O -0.97 -0.41 0.40 -0.408
C -0.49 -1.09 1.47 -0.266
O -0.77 1.83 0.48 -0.483
I 0.35 2.96 1.80 0.412
H 0.83 -0.80 -1.11 0.196
H 1.63 0.58 -2.28 0.185
H 0.30 -0.51 -2.78 0.187
H -1.10 -2.06 1.48 0.203
H -0.75 -0.60 2.48 0.173
H 0.62 -1.35 1.34 0.179
```

Entry 2:
Computed, not measured: a 2-piece molecular cluster, C5H11O2 overall at a distorted geometry, with ωB97M-V/def2-TZVPD.

## Properties
Charge   -1
Frontier orbital gap   0.299 Eh
DFT total energy   -347.63353 hartree
HOMO   -3.93 eV
Relative energy (zero: lowest compared OMol25 entry of this formula, charge and spin)   10.1 kcal/mol

Structure (XYZ):
```
18
Properties=species:S:1:pos:R:3:nbo_charge:R:1
C 2.33 -0.40 -1.35 -0.610
C 1.98 1.07 -1.41 -0.611
H 1.65 -0.98 -0.72 0.246
H 2.50 -0.85 -2.33 0.187
H 3.29 -0.64 -0.85 0.168
H 1.40 1.29 -2.30 0.212
H 2.87 1.70 -1.37 0.167
H 1.34 1.32 -0.56 0.235
C -2.40 -0.23 0.95 -0.512
C -1.52 -0.01 2.21 -0.611
C -1.44 -0.63 -0.24 0.762
O -0.97 0.36 -0.86 -0.806
O -1.11 -1.83 -0.35 -0.795
H -3.14 -1.03 1.06 0.187
H -2.85 0.74 0.70 0.189
H -2.15 0.01 3.10 0.177
H -0.98 0.93 2.21 0.195
H -0.79 -0.81 2.12 0.219
```